{
  "formula": "C7H36B2CrO7",
  "method": "the ωB97M-V functional and the def2-TZVPD basis",
  "species": ["O", "O", "H", "H", "C", "C", "H", "H", "H", "H", "H", "O", "H", "H", "B", "H", "O", "H", "C", "O", "H", "H", "H", "H", "H", "H", "H", "H", "H", "H", "H", "H", "Cr", "H", "H", "O", "H", "H", "C", "H", "H", "H", "B", "O", "H", "H", "H", "C", "C", "C", "H", "H", "H"],
  "coordinates": [[1.6122, -0.9878, -1.1430], [2.6313, 1.7464, -1.7012], [4.2602, 0.6867, 0.1370], [2.9076, -2.2778, -2.1310], [2.0885, 2.9363, -1.1315], [3.9976, 0.5256, 1.1826], [-1.3051, -2.6797, 0.9917], [-3.1285, -2.0034, 1.0103], [-1.4833, -1.0896, -2.9285], [1.8036, 3.6582, -1.8945], [-1.2431, 1.4022, 0.2737], [-1.2149, 3.0843, 2.0994], [1.6412, -0.0153, -1.1443], [-2.6751, 3.8690, 3.2772], [-2.3262, -2.6321, 0.3938], [-3.2798, 2.9482, 1.8214], [-3.6891, 0.6628, 0.0314], [-2.7453, -3.7059, 0.0596], [-2.5435, 3.0128, 2.6207], [2.5780, 0.3899, 1.2686], [4.4924, -0.3916, 1.5037], [-4.7745, 1.5269, -1.5177], [3.5486, -0.7002, -1.7541], [-5.5071, 0.1715, -0.7512], [1.6435, -2.5212, 3.1320], [0.4848, 0.5812, 0.3339], [0.0228, -1.7668, 3.1921], [4.3902, 1.3326, 1.7975], [-1.0288, -0.2137, -0.7169], [3.4723, 1.9248, -2.1295], [2.2193, 1.2252, 1.5841], [-1.0455, -0.3645, 1.1693], [-0.2997, -1.7771, -0.4071], [-5.5191, 1.7283, 0.0846], [1.5925, -1.0531, 1.4869], [0.9051, -1.7371, 1.3532], [1.1919, 2.6234, -0.5950], [2.7299, 3.4025, -0.3798], [0.1861, -1.8598, -3.5146], [0.7675, -1.0661, -3.9780], [-2.9079, 1.1195, -0.2820], [0.8911, -2.5953, -3.1282], [-0.6840, 0.3568, 0.2741], [-0.7055, -1.4243, -2.4697], [-2.6445, 2.1432, 3.2817], [-2.0855, -1.9847, -0.5893], [0.2201, -3.3747, 2.4515], [0.6892, -2.4145, 2.6257], [-4.9149, 1.0637, -0.5339], [2.9295, -1.5030, -1.3626], [3.3710, -1.9362, -0.4674], [-1.1303, 2.3564, 1.4803], [-0.3870, -2.4030, -4.2671]],
  "atomic_forces_ev_per_a": [[-0.45, -0.64, -0.07], [-0.01, -0.37, 0.11], [0.12, 0.20, 0.04], [-0.19, -0.01, 0.06], [-0.46, -0.04, 0.39], [0.42, -0.23, -0.30], [0.97, -0.48, 0.75], [0.22, 0.20, 0.04], [-0.42, 0.05, 0.63], [0.10, 0.05, -0.03], [-0.46, -0.13, -0.71], [-0.11, 0.21, 0.11], [0.12, 0.12, 0.11], [-0.19, 0.25, -0.35], [-0.97, -0.81, 0.62], [-0.17, 0.21, 0.10], [-0.06, -0.52, 0.61], [0.36, -0.05, -0.36], [0.53, -0.37, 0.59], [0.31, 0.00, 0.47], [-0.23, -0.07, 0.10], [0.02, 0.22, 0.16], [0.06, 0.03, 0.18], [0.02, -0.05, 0.30], [0.04, -0.09, 0.00], [0.05, -0.11, -0.24], [-0.04, -0.22, 0.28], [-0.16, 0.09, 0.00], [-0.26, -0.38, -1.32], [-0.01, 0.19, -0.05], [-0.22, -0.06, 0.00], [-0.11, 0.27, 0.21], [0.17, 2.33, 0.34], [0.28, 0.05, 0.23], [-0.09, 0.52, -0.49], [-0.01, -1.70, -0.24], [-0.06, 0.06, -0.16], [0.28, -0.04, -0.24], [0.40, -1.07, -0.52], [-0.27, 0.33, 0.23], [-0.39, 0.43, -0.21], [-0.10, 0.14, 0.28], [0.65, 0.51, 1.85], [0.57, -0.53, -0.39], [-0.11, -0.10, -0.23], [0.21, 0.79, -1.24], [0.07, -0.05, -0.06], [-0.33, 0.73, -0.20], [-0.14, -0.08, -1.16], [0.21, -0.22, -0.46], [-0.15, 0.18, 0.19], [0.10, -0.01, 0.09], [-0.07, 0.23, -0.04]],
  "total_charge": 1,
  "multiplicity": 4,
  "lumo_energy_ev": [-5.84, -4.37],
  "s2": 3.803,
  "energy_ha": -1908.644336,
  "largest_force_ha_per_bohr": 0.046,
  "de_lowest_kcal_mol": 45.3
}